C3H8N2OS | ωB97M-V/def2-TZVPD

Each atom is followed by the atoms it is bonded to, with distances in Å.
Positions of all 15 atoms, in Å:
1 C -0.673 1.264 -0.063  C2 1.516, N4 1.428, H8 1.183, H9 1.106
2 C 0.659 1.469 0.633  C1 1.516, S7 1.872, H10 1.118, H11 1.208
3 C -0.097 -0.969 -0.146  N4 1.404, N5 1.418, S7 1.903
4 N -1.148 -0.072 0.107  C1 1.428, C3 1.404, H13 1.004
5 N -0.317 -2.296 0.302  C3 1.418, H14 1.106, H15 1.017
6 O 2.483 -0.149 -0.540  S7 1.441
7 S 1.508 -0.195 0.520  C2 1.872, C3 1.903, O6 1.441
8 H -1.506 1.983 0.372  C1 1.183
9 H -0.481 1.547 -1.115  C1 1.106
10 H 1.179 2.419 0.354  C2 1.118
11 H 0.517 1.575 1.828  C2 1.208
12 H 0.349 -0.947 -1.942  no bonds
13 H -2.012 -0.093 -0.404  N4 1.004
14 H -1.029 -2.777 -0.395  N5 1.106
15 H 0.568 -2.760 0.490  N5 1.017

Its orbital gap is 8.99 eV. For the strongest force on any atom, the calculation gives 0.0706 Eh/bohr. The calculation puts the total energy at -19099.22711 eV. For the lowest unoccupied orbital energy, the calculation gives 0.56 eV.